Here is a 2-piece molecular cluster, C3H9NP2 overall from the OMol25 dataset. Energies are from the ωB97M-V functional and the def2-TZVPD basis.

Geometry as XYZ:
```
15
Properties=species:S:1:pos:R:3:forces:R:3
C 2.010 -0.905 0.276 0.4600 1.3916 -0.7031
C -1.634 -1.070 -0.333 -0.6543 0.3057 0.1669
C -1.186 0.363 -0.529 2.6367 -1.4671 1.6756
N 2.862 -1.600 -0.240 -0.2748 -0.6466 0.2857
P 0.881 2.395 -0.152 -0.4763 -0.8461 0.7124
P -0.359 0.985 1.062 1.1865 -0.7938 -1.9646
H 1.351 2.740 1.100 0.8158 0.8429 0.5486
H 1.100 -0.938 0.864 0.0798 -0.6861 0.2946
H -2.362 -1.405 -1.131 1.3418 -0.1481 0.6466
H -0.626 -1.603 -0.199 -2.1231 -0.1049 -0.3692
H -2.225 -1.061 0.607 0.4421 -0.6285 -0.3673
H -1.729 1.148 -0.883 -2.5579 1.6275 -0.9469
H -0.334 0.370 -1.185 0.4530 -0.2266 -0.5474
H 3.601 -1.174 -0.793 0.0185 0.0898 0.0020
H -1.351 1.753 1.537 -1.3478 1.2904 0.5662
```
Forces are in eV/Å.

Values from the calculation:
ΔE to the lowest compared entry with this formula, charge and spin   446.3 kJ/mol
LUMO energy (spin up / spin down)   0.4 / -1.1 eV
Frontier orbital gap (spin up / spin down)   8.6 / 6.4 eV



Here is one molecule with the formula C4H11N3O from the OMol25 dataset. Energies are from the ωB97M-V functional and the def2-TZVPD basis.

Geometry as XYZ:
```
19
Properties=species:S:1:pos:R:3:forces:R:3
C -0.648 -0.259 -0.068 -2.7806 2.6146 0.2236
C -2.853 0.984 0.512 -0.1188 -0.4559 0.1015
C 2.921 0.664 0.200 -0.3240 0.0905 -0.2633
N -1.702 1.046 -0.362 1.8814 -2.7439 0.1948
C 1.804 -0.325 0.065 -1.9478 1.3019 -1.3036
N -0.894 -1.409 -0.830 -0.6579 -0.1567 -0.5393
O 0.497 0.440 -0.333 5.0600 -1.7183 1.2197
N 1.824 -1.572 0.148 -0.5700 0.0169 -0.3513
H -1.997 0.865 -1.321 -0.0439 -0.0022 0.1250
H -0.732 -0.517 0.998 -0.1620 0.1994 -0.2096
H -0.548 -1.330 -1.780 0.0000 -0.0130 0.1450
H -0.544 -2.255 -0.400 0.1007 0.2292 -0.0606
H 2.745 -2.009 0.195 -0.1209 0.5209 0.4655
H -2.539 1.253 1.521 -0.0893 0.0332 0.0477
H -3.296 -0.023 0.547 -0.1999 0.1410 0.0742
H -3.613 1.700 0.189 0.0833 -0.0836 0.0274
H 3.875 0.224 -0.097 -0.1353 -0.0425 0.0609
H 2.706 1.531 -0.421 0.0566 0.0492 0.0304
H 2.991 0.993 1.236 -0.0318 0.0193 0.0122
```
Forces are in eV/Å.

Values from the calculation:
ΔE to the lowest compared entry with this formula, charge and spin   254.4 kJ/mol
LUMO energy   0.9 eV
Frontier orbital gap   9.4 eV
SMILES string   [H]/N=C(\C)O[C@H](N)NC



Here is a 10-piece molecular cluster, C9H39N18O10 overall from the OMol25 dataset. Energies are from the ωB97M-V functional and the def2-TZVPD basis.

Geometry as XYZ:
```
76
Properties=species:S:1:pos:R:3:forces:R:3
O 0.179 0.070 -0.553 -1.9739 -0.9007 -0.7261
H 1.046 0.328 -0.874 2.0942 0.6072 -0.3093
H 0.232 -0.841 -0.253 0.3623 -1.0797 -0.0570
H -0.195 0.581 0.169 -0.6897 1.1763 1.4711
C -2.806 -2.265 -2.045 0.9148 1.5573 -0.4622
O -2.803 -3.441 -1.881 -0.6220 -3.5394 -0.2401
N -2.382 -1.463 -1.116 1.2331 1.8259 3.8386
N -2.906 -1.639 -3.220 -1.0923 -0.3225 -2.8800
H -2.051 -1.949 -0.295 -0.4216 0.2898 0.4239
H -2.362 -0.453 -1.126 0.0394 0.0127 -0.2307
H -3.062 -0.646 -3.323 -0.0214 -0.3287 0.0941
H -3.252 -2.279 -3.920 -0.2246 0.5629 -0.3778
C -3.657 1.153 -0.097 3.5247 2.1161 -1.6869
O -2.638 1.524 -0.690 1.7825 -0.2625 -0.6429
N -3.725 0.964 1.160 -0.0712 -0.7123 4.5163
N -4.759 1.074 -0.715 -4.7077 -0.7501 -2.3834
H -2.881 1.165 1.677 -0.1782 -0.3736 0.2948
H -4.606 0.656 1.546 0.6258 -0.0164 0.5283
H -5.551 1.099 -0.089 -0.6627 -0.1313 -1.2879
H -4.744 1.200 -1.717 -0.6336 0.1444 0.4058
C -0.719 0.747 2.852 -0.6600 -1.6784 -0.8584
O -0.996 1.193 1.702 0.3761 -1.0544 0.3260
N -1.003 -0.447 3.361 -0.9694 -2.3127 -0.6628
N -0.117 1.468 3.732 1.7070 3.5194 1.2142
H -1.340 -1.222 2.809 -0.3556 -0.1071 -0.6212
H -0.648 -0.784 4.245 0.0323 0.6156 -0.0773
H 0.034 2.399 3.371 0.4549 0.2125 0.8485
H -0.017 1.207 4.703 0.0140 0.3823 -0.3349
C -0.051 4.708 1.812 1.5412 0.8550 -2.0694
O 1.042 4.327 1.400 1.4292 -1.9598 -0.7101
N -1.164 4.042 1.740 -2.4445 -1.8895 0.4276
N -0.145 5.986 2.057 -0.7733 1.9524 1.3418
H -1.989 4.365 2.223 0.0469 -0.1870 -0.3042
H -1.178 3.154 1.258 -0.1059 -0.3221 0.4368
H 0.718 6.461 1.837 -0.6039 0.7132 0.4713
H -1.093 6.323 2.150 0.6972 1.0792 0.0328
C 2.491 -1.666 1.846 0.4273 -0.3173 -1.1395
O 1.943 -0.709 1.371 -1.1367 3.0282 -1.1508
N 2.465 -1.999 3.097 -0.0842 -1.1777 2.9286
N 3.183 -2.500 1.083 1.1079 -1.0008 -1.9428
H 2.530 -3.005 3.150 -0.0171 0.2939 1.5968
H 2.121 -1.349 3.789 -0.1879 -0.6819 -0.0643
H 3.193 -2.223 0.112 -0.2065 -0.7006 -0.0797
H 3.566 -3.389 1.370 0.0717 0.3965 -0.0732
C 1.164 -2.966 -2.552 4.1075 0.9950 3.6305
O 1.306 -2.526 -1.387 0.7829 0.1316 -0.2169
N 2.150 -3.347 -3.390 1.6429 0.1973 0.0414
N 0.047 -3.167 -3.061 -5.6156 -0.4305 -2.8609
H 1.846 -3.561 -4.330 0.9805 -0.0750 0.1278
H 3.105 -3.113 -3.158 -0.2526 -0.2083 -0.3770
H -0.781 -2.821 -2.598 -0.0438 -0.3695 -0.3504
H 0.115 -3.279 -4.063 -1.4368 -0.1234 0.2129
C -1.413 -3.867 1.685 -2.6551 -0.0805 0.3087
O -1.906 -2.771 1.849 -1.3846 2.2756 0.1849
N -2.041 -4.997 1.662 -4.2962 -3.8547 0.1834
N -0.173 -4.024 1.542 7.3454 0.6528 -0.9156
H -1.708 -5.912 1.398 0.7211 0.5646 -0.0185
H -3.047 -5.053 1.740 0.0960 0.6429 0.1235
H 0.289 -4.897 1.333 -0.2399 0.3012 -0.0787
H 0.287 -3.157 1.302 0.5537 -0.3866 -0.0259
C 3.625 0.636 -1.491 0.2146 -0.9565 2.1536
O 2.408 0.793 -1.380 -0.9010 0.8148 -1.2283
N 4.367 0.442 -2.519 -0.1214 0.1402 -5.1086
N 4.406 0.501 -0.457 0.3482 0.1615 4.1952
H 3.861 0.413 -3.393 0.8868 -0.0668 -0.4179
H 5.315 0.131 -2.363 -0.4214 -0.0054 -0.9227
H 5.412 0.534 -0.541 -0.4034 -0.1559 0.5512
H 3.909 0.259 0.388 0.5108 0.3161 0.5073
C 0.846 3.932 -2.376 1.1140 2.0163 4.9395
O 0.909 3.469 -3.488 0.3523 -2.7104 -4.7519
N 1.411 3.486 -1.291 0.5342 -1.9898 -0.5658
N 0.401 5.155 -2.304 -1.6499 2.4187 -0.6977
H 1.165 3.826 -0.372 -0.0655 0.2526 1.0913
H 1.962 2.646 -1.399 0.0002 -0.6029 0.4718
H 0.162 5.600 -3.179 -0.4562 0.3408 0.2116
H 0.698 5.709 -1.513 0.1136 0.2594 -0.2225
```
Forces are in eV/Å.

Values from the calculation:
ΔE to the lowest compared entry with this formula, charge and spin   0.0 kJ/mol
2S+1   2
LUMO energy (spin up / spin down)   -4.3 / -10.0 eV
Net charge   +2
Frontier orbital gap (spin up / spin down)   9.5 / 3.9 eV
⟨S²⟩   0.756



Here is C25H29MgN5 as an isolated structure from the OMol25 dataset. Energies are from the ωB97M-V functional and the def2-TZVPD basis.

Geometry as XYZ:
```
60
Properties=species:S:1:pos:R:3:forces:R:3
Mg 8.525 10.243 8.100 0.0826 0.0675 0.3584
C 7.208 9.744 5.181 0.1979 -0.1615 -0.0976
C 8.233 9.195 5.993 0.1189 -0.1163 -0.6009
C 7.618 8.283 6.876 0.0306 -0.3012 0.6207
C 6.224 8.317 6.689 0.9396 0.0222 -0.4013
C 5.987 9.195 5.601 -0.0869 -0.5619 0.2239
H 7.363 10.418 4.351 -0.0634 -0.0016 -0.0438
H 9.312 9.258 5.832 -0.5052 0.0520 -0.0668
H 8.173 7.640 7.565 -0.2743 0.1966 -0.1057
H 5.534 7.750 7.297 -0.2512 -0.0529 -0.2763
H 5.026 9.322 5.147 -0.3647 0.3391 -0.2249
C 5.355 10.773 8.601 1.0332 -0.1703 0.1679
N 6.377 11.215 7.630 -0.5797 -0.3795 0.8051
C 6.522 12.597 7.281 0.1739 0.9388 0.5022
C 7.702 13.143 8.060 -1.2314 0.7388 -0.4420
N 8.699 12.409 8.408 0.5218 -0.5607 0.3102
C 9.605 13.265 9.038 0.2982 -0.9641 -0.3314
C 10.815 12.960 9.651 0.1182 0.3940 0.3640
C 11.508 14.016 10.218 0.1617 -0.3163 0.0591
C 11.032 15.326 10.141 0.3544 0.4700 -0.2877
C 9.847 15.625 9.482 0.2563 0.6228 0.3674
C 9.127 14.555 8.971 -0.5932 0.9066 0.4284
N 7.851 14.453 8.402 0.8707 -0.6273 -0.2800
C 5.956 9.657 9.440 -1.1960 0.8815 0.0109
N 7.216 9.617 9.729 0.2545 0.0826 -0.3145
C 7.382 8.511 10.538 0.7741 -0.0416 -0.2073
C 8.568 7.974 11.023 -0.4610 -0.0228 0.3211
C 8.448 6.834 11.777 0.1631 -0.7358 0.8058
C 7.202 6.245 12.056 -0.4087 -0.0117 0.2215
C 6.025 6.803 11.585 -0.3179 -0.7990 -0.2130
C 6.164 7.901 10.769 -0.9966 0.8646 -0.2848
N 5.225 8.687 10.060 0.6704 -0.4721 0.3959
H 4.481 10.384 8.088 -0.3230 0.1025 -0.0731
H 5.078 11.569 9.306 -0.0311 0.0254 -0.3145
H 6.238 10.682 6.779 -0.0737 -0.3981 -0.3764
H 5.633 13.260 7.426 0.4235 -0.5615 -0.0482
H 6.800 12.644 6.216 -0.1655 0.0246 0.1911
H 11.170 11.946 9.731 -0.0096 -0.1356 -0.1476
H 12.456 13.843 10.723 -0.2012 -0.0732 -0.0966
H 11.678 16.118 10.546 -0.5732 -0.2756 -0.2061
H 9.542 16.668 9.376 -0.1335 -0.3716 0.0645
H 7.145 15.148 8.309 -0.1209 0.4335 -0.1049
H 9.510 8.443 10.833 0.2821 0.1479 -0.0565
H 9.323 6.379 12.242 -0.1145 0.1320 -0.3050
H 7.115 5.351 12.672 0.2891 0.2212 -0.1325
H 5.044 6.346 11.739 0.3916 0.0896 0.1396
H 4.229 8.512 10.020 0.3925 0.2189 -0.1848
C 12.799 8.752 7.925 0.1010 -0.5036 -0.1148
C 11.437 9.183 7.434 -0.3793 0.9876 0.4466
C 11.583 10.544 6.716 -1.0082 -0.8062 -0.4553
C 10.437 9.363 8.592 -0.1798 -0.4187 -0.1895
H 13.449 8.509 7.085 0.2872 -0.0392 0.0021
H 12.723 7.886 8.580 0.0053 -0.2171 -0.0229
H 13.257 9.537 8.518 0.1306 0.2806 0.0486
H 11.020 8.424 6.753 0.2740 0.2085 -0.0422
H 11.724 11.347 7.435 0.1170 0.0876 0.1314
H 10.639 10.731 6.166 0.4897 0.2703 0.1835
H 12.390 10.546 5.997 0.3349 0.0955 -0.2487
H 10.984 9.846 9.414 0.0221 0.0799 0.1549
H 10.212 8.349 8.967 0.0827 0.1144 -0.0272
```
Forces are in eV/Å.

Values from the calculation:
ΔE to the lowest compared entry with this formula, charge and spin   0.0 kJ/mol
LUMO energy   0.2 eV
Frontier orbital gap   7.0 eV



Here is C27H58N13O21 as an isolated structure from the OMol25 dataset. Energies are from the ωB97M-V functional and the def2-TZVPD basis.

Geometry as XYZ:
```
119
Properties=species:S:1:pos:R:3:forces:R:3
C -1.219 1.471 0.850 2.2225 -0.2943 1.1431
C -0.446 0.094 1.210 -0.3985 3.7858 -1.0569
C -1.343 -0.917 1.771 -4.2646 0.8736 -0.0120
C -0.871 -2.280 1.851 -3.4215 -3.1953 -1.2799
C -0.450 -2.734 0.398 -1.9675 3.9705 3.7610
C 0.651 -1.784 -0.128 -2.1931 -3.7153 -2.5686
N 0.207 -0.380 -0.019 1.2973 1.5870 -2.8492
O 0.500 0.371 -0.936 -0.9493 -1.5001 2.5005
C 0.696 -2.341 -1.600 1.3250 -0.3941 -5.3606
C 2.031 -1.923 0.431 1.2385 -3.9626 -0.7293
C 0.707 0.613 2.191 -2.1156 -1.1252 -0.1911
H -1.449 1.820 -0.105 -1.2135 -1.1232 -2.3186
H -0.392 2.163 0.897 0.1345 0.6922 0.9641
H -2.012 1.798 1.516 0.2274 -0.6536 0.3305
H -2.286 -0.979 1.151 0.7156 0.6600 0.3934
H -1.689 -0.480 2.728 0.1742 -0.4093 -0.2679
H -1.776 -3.037 2.332 2.8572 2.1349 -1.2441
H -0.068 -2.183 2.441 3.1964 -1.0078 2.6602
H -1.421 -2.886 -0.061 0.3964 0.4207 -1.2563
H 0.013 -3.593 0.545 2.0043 -4.2378 0.0821
H 1.202 -3.468 -1.886 -1.2608 3.0186 2.0718
H 1.449 -1.689 -2.333 -2.1075 -1.3327 1.8725
H -0.354 -2.483 -2.191 2.4264 1.0185 1.7454
H 2.582 -1.271 -0.216 1.1002 0.7279 0.5780
H 2.483 -3.037 0.157 -1.4757 2.6913 0.2676
H 2.159 -1.992 1.496 0.1120 1.2047 0.4781
H 1.445 1.103 1.607 0.8810 0.5156 -0.1733
H 1.049 -0.240 2.718 0.9741 -0.6758 0.5096
H 0.222 1.250 2.947 0.1979 -0.0764 -0.6742
N 1.393 -5.061 -5.201 0.3543 -2.2169 1.4270
C 1.002 -5.414 -6.452 2.0000 8.7905 -1.2347
C 1.239 -4.113 -7.277 1.2718 -2.3900 1.1559
C 2.114 -3.218 -6.524 -4.1054 -3.6992 4.1760
C 1.909 -3.815 -5.069 0.3452 -0.2235 -7.9034
H 1.504 -5.847 -4.452 -0.4279 2.3977 -1.7124
H 0.672 -6.314 -6.703 -1.4974 -3.4566 -0.9808
H 0.891 -3.951 -8.337 0.6849 -0.4733 1.3433
H 2.493 -2.226 -6.735 -0.2554 -0.1970 -0.0497
H 2.212 -3.512 -4.181 1.6576 1.4932 3.8117
N 4.808 -0.226 1.262 -0.3812 0.4431 -0.3660
C 4.810 -0.170 2.703 -0.0874 9.7950 -5.1799
C 4.742 1.251 3.148 -1.2187 -2.6333 -1.5636
C 4.474 2.020 1.933 0.5993 -3.4387 -1.5130
C 4.605 1.072 0.744 -0.6075 2.2772 2.5813
H 4.883 -1.168 0.633 -0.0642 3.2087 2.3559
H 4.859 -1.023 3.082 0.6959 -6.9022 4.0611
H 4.706 1.606 4.250 0.0613 -0.7664 -2.2718
H 4.081 3.050 1.895 0.8265 -0.6718 -0.1655
H 4.564 1.459 -0.346 0.1594 -1.4120 2.0142
C 1.455 4.275 1.325 6.5141 2.8840 -1.3270
N 1.822 4.364 -0.173 1.7405 -1.2611 1.6521
O 2.388 5.329 -0.619 -0.7144 0.6496 0.3539
O 1.743 3.307 -0.763 -0.8787 -0.6719 -0.5691
H 0.618 4.722 1.433 -5.9247 3.1292 0.5373
H 2.206 4.913 1.928 -0.9170 -1.1102 -1.2692
H 1.386 3.359 1.720 0.1813 -3.6501 0.6387
C 6.816 -4.808 -0.815 0.6605 -3.2515 -0.8328
N 5.550 -4.507 -0.175 -1.7881 3.8536 0.1895
O 4.507 -5.077 -0.464 1.4824 0.2155 0.5638
O 5.606 -3.465 0.556 -0.3911 -2.5332 -1.1450
H 6.719 -5.695 -1.512 -0.1738 0.9068 1.0914
H 7.449 -5.055 0.020 0.5181 -0.2123 0.1161
H 7.300 -4.050 -1.389 -0.4402 1.2154 -0.0120
C 1.131 3.228 6.352 0.5586 1.8702 2.5331
N 1.362 2.417 5.124 -0.8952 -3.7601 3.2515
O 1.448 3.029 4.162 0.8334 3.8899 -5.2887
O 1.392 1.174 5.084 -0.0957 0.9370 1.7479
H 0.859 4.356 6.047 0.5857 -2.9665 0.4688
H 2.121 3.267 6.987 -1.8699 -0.2640 -1.4452
H 0.336 2.778 7.026 0.9814 0.3784 -1.1404
C -3.981 -0.417 -3.335 -3.1386 -1.7836 4.0316
N -2.817 -1.014 -2.791 2.7309 -3.4707 -5.7237
O -2.119 -0.391 -2.129 2.6534 4.2942 6.0070
O -2.284 -1.962 -3.408 -2.3064 -0.6695 0.2809
H -4.558 0.005 -2.459 0.4640 -0.2223 -1.4581
H -4.418 -1.243 -3.790 -1.7813 -1.2728 -0.5765
H -3.744 0.171 -4.108 1.3128 2.8713 -2.3937
C -1.181 2.604 -3.383 0.8851 -8.6354 7.5723
N 0.001 1.759 -3.913 -2.1089 4.1129 -3.5013
O -0.161 0.710 -4.422 -0.6710 -3.7014 0.4463
O 0.891 2.493 -4.267 2.2518 0.8969 0.9673
H -1.480 3.350 -3.952 -0.9193 3.2173 -2.8606
H -0.628 2.837 -2.374 -1.9592 0.4846 -1.6804
H -2.071 1.612 -3.105 2.6532 3.7871 -0.9017
C 3.351 0.894 -3.454 -2.2738 -2.4391 -1.4136
N 4.489 -0.037 -3.005 0.2659 -0.9607 -0.9049
O 4.211 -1.267 -3.121 1.0366 2.8892 0.8317
O 5.589 0.442 -2.655 -2.8273 -1.2759 -0.6632
H 2.339 0.544 -2.956 2.4436 1.2602 -0.2293
H 3.024 0.662 -4.530 1.0863 -0.4154 1.2859
H 3.651 1.905 -3.583 0.1718 0.8867 1.1854
C -5.162 -4.150 1.210 1.1402 4.1837 0.1593
N -4.930 -3.248 -0.043 -1.4136 -0.6793 0.4181
O -4.113 -3.681 -0.808 0.6035 0.2313 -0.7094
O -5.555 -2.204 -0.168 0.5239 -0.5512 0.2183
H -5.969 -3.550 1.758 0.9751 -1.7247 -0.5875
H -4.137 -3.834 1.639 -1.6682 -1.4749 0.1931
H -5.272 -5.174 0.867 -0.0855 0.1523 0.3492
C -6.074 0.508 4.048 -3.3416 -4.3583 1.9994
N -5.016 -0.180 3.387 1.7824 3.1546 -2.7146
O -4.373 0.444 2.511 -0.9813 -0.3255 0.7275
O -4.720 -1.242 3.754 0.6627 -3.8217 1.0688
H -5.826 0.432 5.108 -0.2790 -0.1022 0.0025
H -7.111 -0.092 3.869 2.5709 1.6625 0.3080
H -6.057 1.465 3.783 -0.4196 3.8323 -1.4248
C -5.125 3.584 -0.513 -2.6115 2.3254 -4.1179
N -3.917 4.311 -0.970 0.8186 0.9273 1.9483
O -3.917 5.543 -0.945 -0.3315 -1.5128 -0.5166
O -2.926 3.620 -1.096 0.1613 0.0678 -0.6581
H -5.172 2.627 -0.972 0.1877 -0.6740 -0.7683
H -6.016 4.240 -0.890 1.5138 -1.3521 1.1866
H -5.102 3.387 0.485 0.2419 0.1866 2.9825
C -3.439 4.534 3.572 2.8833 -5.4594 7.1424
N -1.974 4.302 3.440 -1.0002 1.7836 1.4717
O -1.581 3.899 2.405 0.6919 -0.7614 -2.8607
O -1.295 4.447 4.408 0.9298 0.3335 1.7802
H -3.755 4.947 4.547 0.4451 0.2409 -0.9916
H -3.577 3.394 3.628 -1.0595 1.3575 0.2015
H -3.792 4.768 2.733 -3.0015 2.7339 -6.5849
```
Forces are in eV/Å.

Values from the calculation:
ΔE to the lowest compared entry with this formula, charge and spin   155.4 kJ/mol
LUMO energy   -4.9 eV
Net charge   +1
Frontier orbital gap   3.9 eV